DFT (ωB97M-V with the def2-TZVPD basis set) results for the ion CHN2O3P with charge -2 at a distorted geometry.

XYZ file:
```
8
Properties=species:S:1:pos:R:3
O 0.348 -2.105 -0.279
P -0.560 -0.942 -0.127
O -1.282 -0.784 1.212
O -1.538 -0.783 -1.243
C 0.336 0.747 0.093
N 1.715 1.010 0.601
N 1.463 1.355 -0.559
H -0.483 1.502 0.301
```

Values from the calculation:
Highest occupied orbital energy = 1.1 eV
Net charge = -2
E = -19463.2541 eV